[1]
8 unconnected molecules or ions with the total composition C25H71N7O8. Source: the Open Molecules 2025 dataset; level of theory: ωB97M-V with the def2-TZVPD basis set.

Results
* multiplicity: 1
* LUMO energy: 0.3 eV
* max |F|: 5.3 eV Å⁻¹
* structure (SMILES): COC[C@H](C)N.COC[C@H](C)N.COC[C@H](C)N.COC[C@H](C)N.COC[C@H](C)N.NC(N)=O.CCO.CCO
* HOMO energy: -8.8 eV
* Kohn-Sham gap: 9.07 eV

Last columns: bonded neighbours and bond lengths (Å).
Positions of all 111 atoms, in Å:
1 C -1.06 4.26 0.72  C2 1.533, H4 1.090, H5 1.090, H6 1.090
2 C 0.29 4.98 0.71  C1 1.533, O3 1.380, H7 1.090, H8 1.090
3 O 0.82 4.84 -0.55  C2 1.380, H9 0.960
4 H -1.04 3.21 1.03  C1 1.090
5 H -1.50 4.38 -0.27  C1 1.090
6 H -1.89 4.65 1.30  C1 1.090
7 H 0.89 4.61 1.54  C2 1.090
8 H 0.23 6.04 0.97  C2 1.090
9 H 0.78 3.92 -0.85  O3 0.960
10 C 3.44 -0.27 2.35  C11 1.606, H13 1.090, H14 1.090, H15 1.090
11 C 3.02 0.68 3.58  C10 1.606, O12 1.467, H16 1.090, H17 1.090
12 O 3.99 1.77 3.62  C11 1.467, H18 0.960
13 H 4.51 -0.50 2.30  C10 1.090
14 H 3.23 0.18 1.38  C10 1.090
15 H 2.99 -1.24 2.51  C10 1.090
16 H 3.11 0.12 4.51  C11 1.090
17 H 1.97 0.99 3.62  C11 1.090
18 H 3.40 2.48 3.88  O12 0.960
19 C 0.24 0.34 0.46  O20 1.232, N21 1.276, N22 1.288
20 O 0.38 1.51 0.09  C19 1.232
21 N 0.37 -0.17 1.62  C19 1.276, H23 1.010, H24 1.010
22 N -0.01 -0.57 -0.41  C19 1.288, H25 1.010, H26 1.010
23 H 0.26 -1.17 1.71  N21 1.010
24 H 0.45 0.51 2.36  N21 1.010
25 H -0.35 -0.34 -1.33  N22 1.010
26 H -0.20 -1.51 -0.07  N22 1.010
27 C 0.58 0.20 -4.07  C28 1.584, H33 1.090, H34 1.090, H35 1.090
28 C -0.97 0.43 -3.86  C27 1.584, C29 1.476, N32 1.473, H36 1.090
29 C -1.56 0.88 -5.13  C28 1.476, O30 1.464, H37 1.090, H38 1.090
30 O -1.18 2.19 -5.68  C29 1.464, C31 1.377
31 C -1.64 3.24 -4.91  O30 1.377, H39 1.090, H40 1.090, H41 1.090
32 N -1.54 -0.78 -3.25  C28 1.473, H42 1.010, H43 1.010
33 H 0.77 -0.68 -4.69  C27 1.090
34 H 1.13 -0.11 -3.18  C27 1.090
35 H 1.11 1.06 -4.49  C27 1.090
36 H -1.11 1.21 -3.10  C28 1.090
37 H -2.64 0.83 -5.01  C29 1.090
38 H -1.23 0.22 -5.94  C29 1.090
39 H -2.72 3.23 -4.81  C31 1.090
40 H -1.46 4.18 -5.43  C31 1.090
41 H -1.15 3.34 -3.95  C31 1.090
42 H -1.48 -1.48 -3.97  N32 1.010
43 H -2.54 -0.67 -3.33  N32 1.010
44 C -2.05 -1.50 3.61  C45 1.495, H50 1.090, H51 1.090, H52 1.090
45 C -1.97 -2.86 4.21  C44 1.495, C46 1.552, N49 1.482, H53 1.090
46 C -3.17 -3.77 3.84  C45 1.552, O47 1.419, H54 1.090, H55 1.090
47 O -3.15 -4.01 2.44  C46 1.419, C48 1.404
48 C -4.30 -4.69 2.00  O47 1.404, H56 1.090, H57 1.090, H58 1.090
49 N -0.69 -3.55 3.91  C45 1.482, H59 1.010, H60 1.010
50 H -1.34 -0.79 4.03  C44 1.090
51 H -3.08 -1.15 3.71  C44 1.090
52 H -1.82 -1.51 2.55  C44 1.090
53 H -2.00 -2.74 5.30  C45 1.090
54 H -4.10 -3.45 4.30  C46 1.090
55 H -2.92 -4.74 4.28  C46 1.090
56 H -5.21 -4.11 2.08  C48 1.090
57 H -4.46 -5.64 2.50  C48 1.090
58 H -4.27 -5.00 0.95  C48 1.090
59 H -0.57 -4.38 4.47  N49 1.010
60 H 0.00 -2.91 4.28  N49 1.010
61 C -3.99 -1.52 0.20  C62 1.546, H67 1.090, H68 1.090, H69 1.090
62 C -4.39 -0.09 -0.23  C61 1.546, C63 1.609, N66 1.418, H70 1.090
63 C -5.53 0.50 0.75  C62 1.609, O64 1.455, H71 1.090, H72 1.090
64 O -4.77 0.93 1.91  C63 1.455, C65 1.406
65 C -5.47 0.87 3.13  O64 1.406, H73 1.090, H74 1.090, H75 1.090
66 N -3.23 0.72 -0.29  C62 1.418, H76 1.010, H77 1.010
67 H -4.85 -2.19 0.12  C61 1.090
68 H -3.73 -1.52 1.26  C61 1.090
69 H -3.19 -1.98 -0.36  C61 1.090
70 H -4.85 -0.05 -1.22  C62 1.090
71 H -6.25 -0.25 1.05  C63 1.090
72 H -6.04 1.37 0.33  C63 1.090
73 H -4.84 1.19 3.96  C65 1.090
74 H -5.70 -0.11 3.53  C65 1.090
75 H -6.40 1.43 3.20  C65 1.090
76 H -3.11 1.00 0.68  N66 1.010
77 H -2.43 0.18 -0.59  N66 1.010
78 C -0.04 -3.75 -1.11  C79 1.483, H84 1.090, H85 1.090, H86 1.090
79 C 0.48 -3.88 0.27  C78 1.483, C80 1.575, N83 1.444, H87 1.090
80 C 1.98 -3.57 0.63  C79 1.575, O81 1.466, H88 1.090, H89 1.090
81 O 2.92 -4.51 0.02  C80 1.466, C82 1.457
82 C 4.32 -4.19 0.25  O81 1.457, H90 1.090, H91 1.090, H92 1.090
83 N -0.36 -3.05 1.12  C79 1.444, H93 1.010, H94 1.010
84 H 0.33 -2.91 -1.70  C78 1.090
85 H -1.11 -3.74 -1.30  C78 1.090
86 H 0.30 -4.66 -1.63  C78 1.090
87 H 0.25 -4.90 0.58  C79 1.090
88 H 2.17 -3.75 1.69  C80 1.090
89 H 2.31 -2.57 0.34  C80 1.090
90 H 4.64 -3.21 -0.12  C82 1.090
91 H 4.86 -4.96 -0.30  C82 1.090
92 H 4.67 -4.08 1.28  C82 1.090
93 H -0.28 -3.35 2.08  N83 1.010
94 H -1.23 -3.49 0.86  N83 1.010
95 C 6.13 5.45 -2.83  C96 1.565, H101 1.090, H102 1.090, H103 1.090
96 C 6.07 3.92 -2.54  C95 1.565, C97 1.592, N100 1.424, H104 1.090
97 C 4.56 3.47 -2.28  C96 1.592, O98 1.417, H105 1.090, H106 1.090
98 O 4.42 2.16 -1.75  C97 1.417, C99 1.399
99 C 3.09 1.75 -1.59  O98 1.399, H107 1.090, H108 1.090, H109 1.090
100 N 6.69 3.10 -3.52  C96 1.424, H110 1.010, H111 1.010
101 H 7.13 5.87 -2.89  C95 1.090
102 H 5.75 6.02 -1.98  C95 1.090
103 H 5.67 5.80 -3.76  C95 1.090
104 H 6.76 3.87 -1.70  C96 1.090
105 H 3.86 3.70 -3.08  C97 1.090
106 H 4.21 4.19 -1.53  C97 1.090
107 H 2.67 1.71 -2.59  C99 1.090
108 H 2.45 2.42 -1.03  C99 1.090
109 H 2.95 0.76 -1.14  C99 1.090
110 H 6.93 2.21 -3.10  N100 1.010
111 H 7.61 3.52 -3.52  N100 1.010

These are the Löwdin partial charges, in e, on atoms 1 to 4:
1. C -0.0937
2. C -0.3362
3. O -0.0761
4. H 0.0434

[2]
8 unconnected molecules or ions with the total composition C25H71O29P7. Source: the Open Molecules 2025 dataset; level of theory: ωB97M-V with the def2-TZVPD basis set.

Results
* multiplicity: 1
* LUMO energy: 0.6 eV
* max |F|: 2.4 eV Å⁻¹
* structure (SMILES): COP(=O)(OC)OC.COP(=O)(OC)OC.COP(=O)(OC)OC.COP(=O)(OC)OC.COP(=O)(OC)OC.COP(=O)(OC)OC.COP(=O)(OC)OC.C1CCOC1
* HOMO energy: -9.6 eV
* Kohn-Sham gap: 10.16 eV

Last columns: bonded neighbours and bond lengths (Å).
Positions of all 132 atoms, in Å:
1 C 3.33 0.58 -7.48  O2 1.440, H9 1.087, H10 1.088, H11 1.094
2 O 2.91 1.44 -6.41  C1 1.440, P3 1.601
3 P 1.41 1.30 -5.87  O2 1.601, O4 1.466, O5 1.602, O7 1.590
4 O 0.38 1.70 -6.84  P3 1.466
5 O 1.33 -0.24 -5.43  P3 1.602, C6 1.437
6 C 0.44 -0.64 -4.37  O5 1.437, H12 1.086, H13 1.092, H14 1.090
7 O 1.42 2.19 -4.55  P3 1.590, C8 1.431
8 C 0.94 3.54 -4.62  O7 1.431, H15 1.088, H16 1.087, H17 1.093
9 H 4.30 0.93 -7.82  C1 1.087
10 H 2.63 0.46 -8.31  C1 1.088
11 H 3.49 -0.38 -6.98  C1 1.094
12 H 0.71 -1.66 -4.10  C6 1.086
13 H -0.57 -0.55 -4.77  C6 1.092
14 H 0.53 0.01 -3.50  C6 1.090
15 H 0.49 3.90 -5.54  C8 1.088
16 H 1.75 4.19 -4.30  C8 1.087
17 H 0.13 3.60 -3.90  C8 1.093
18 C -3.32 4.12 -3.50  O19 1.425, H26 1.092, H27 1.086, H28 1.092
19 O -4.29 4.21 -2.46  C18 1.425, P20 1.616
20 P -5.59 3.25 -2.51  O19 1.616, O21 1.474, O22 1.562, O24 1.629
21 O -5.24 1.93 -3.06  P20 1.474
22 O -6.65 4.09 -3.29  P20 1.562, C23 1.432
23 C -8.02 3.69 -3.24  O22 1.432, H29 1.088, H30 1.090, H31 1.088
24 O -6.13 3.21 -0.97  P20 1.629, C25 1.446
25 C -5.12 3.37 0.05  O24 1.446, H32 1.089, H33 1.084, H34 1.095
26 H -2.96 3.10 -3.60  C18 1.092
27 H -2.49 4.80 -3.29  C18 1.086
28 H -3.78 4.39 -4.45  C18 1.092
29 H -8.50 3.99 -4.17  C23 1.088
30 H -8.58 4.21 -2.46  C23 1.090
31 H -8.13 2.62 -3.10  C23 1.088
32 H -4.12 3.46 -0.38  C25 1.089
33 H -5.27 2.55 0.74  C25 1.084
34 H -5.14 4.34 0.55  C25 1.095
35 C 5.68 1.92 -3.04  O36 1.437, H43 1.090, H44 1.091, H45 1.087
36 O 6.10 0.75 -2.32  C35 1.437, P37 1.619
37 P 5.49 0.49 -0.84  O36 1.619, O38 1.466, O39 1.587, O41 1.603
38 O 5.77 -0.87 -0.38  P37 1.466
39 O 3.94 0.84 -0.95  P37 1.587, C40 1.430
40 C 3.04 0.87 0.16  O39 1.430, H46 1.088, H47 1.096, H48 1.090
41 O 6.04 1.72 0.02  P37 1.603, C42 1.425
42 C 7.42 2.04 0.18  O41 1.425, H49 1.092, H50 1.090, H51 1.091
43 H 5.55 1.58 -4.08  C35 1.090
44 H 6.48 2.66 -3.07  C35 1.091
45 H 4.76 2.35 -2.66  C35 1.087
46 H 3.51 1.03 1.13  C40 1.088
47 H 2.56 -0.11 0.16  C40 1.096
48 H 2.17 1.53 0.04  C40 1.090
49 H 8.01 1.47 -0.54  C42 1.092
50 H 7.71 1.82 1.21  C42 1.090
51 H 7.53 3.11 0.00  C42 1.091
52 C 4.04 3.14 3.17  O53 1.398, H60 1.093, H61 1.093, H62 1.093
53 O 3.13 2.83 4.18  C52 1.398, P54 1.589
54 P 1.57 3.12 4.10  O53 1.589, O55 1.479, O56 1.612, O58 1.599
55 O 1.16 4.47 3.65  P54 1.479
56 O 1.04 1.92 3.17  P54 1.612, C57 1.444
57 C 1.31 0.55 3.57  O56 1.444, H63 1.085, H64 1.088, H65 1.089
58 O 1.19 2.65 5.58  P54 1.599, C59 1.446
59 C -0.11 3.05 6.04  O58 1.446, H66 1.090, H67 1.088, H68 1.090
60 H 4.97 2.59 3.34  C52 1.093
61 H 4.35 4.19 3.16  C52 1.093
62 H 3.82 2.91 2.12  C52 1.093
63 H 1.08 0.44 4.62  C57 1.085
64 H 2.29 0.23 3.23  C57 1.088
65 H 0.52 0.04 3.02  C57 1.089
66 H -0.83 2.26 5.81  C59 1.090
67 H -0.41 4.03 5.68  C59 1.088
68 H 0.00 3.11 7.12  C59 1.090
69 C -4.71 -4.33 2.22  O70 1.442, H77 1.086, H78 1.091, H79 1.085
70 O -5.18 -3.06 1.73  C69 1.442, P71 1.598
71 P -4.27 -2.19 0.74  O70 1.598, O72 1.455, O73 1.613, O75 1.605
72 O -2.85 -2.23 1.04  P71 1.455
73 O -4.96 -0.73 0.87  P71 1.613, C74 1.416
74 C -6.20 -0.41 0.26  O73 1.416, H80 1.089, H81 1.092, H82 1.091
75 O -4.71 -2.65 -0.73  P71 1.605, C76 1.421
76 C -3.93 -2.28 -1.85  O75 1.421, H83 1.089, H84 1.095, H85 1.091
77 H -4.66 -4.30 3.31  C69 1.086
78 H -3.69 -4.49 1.86  C69 1.091
79 H -5.38 -5.09 1.84  C69 1.085
80 H -6.27 0.67 0.09  C74 1.089
81 H -7.02 -0.71 0.91  C74 1.092
82 H -6.30 -0.89 -0.71  C74 1.091
83 H -4.29 -1.38 -2.35  C76 1.089
84 H -4.01 -3.07 -2.60  C76 1.095
85 H -2.86 -2.29 -1.65  C76 1.091
86 C -1.05 -1.90 3.71  O87 1.410, H94 1.092, H95 1.092, H96 1.091
87 O 0.22 -2.43 4.02  C86 1.410, P88 1.577
88 P 0.70 -2.87 5.45  O87 1.577, O89 1.471, O90 1.574, O92 1.596
89 O -0.03 -4.02 6.00  P88 1.471
90 O 2.27 -3.02 5.33  P88 1.574, C91 1.419
91 C 2.82 -3.99 4.45  O90 1.419, H97 1.092, H98 1.090, H99 1.092
92 O 0.52 -1.49 6.24  P88 1.596, C93 1.414
93 C 0.96 -1.33 7.57  O92 1.414, H100 1.094, H101 1.094, H102 1.086
94 H -1.20 -0.98 4.28  C86 1.092
95 H -1.85 -2.61 3.89  C86 1.092
96 H -1.14 -1.64 2.66  C86 1.091
97 H 3.71 -4.41 4.92  C91 1.092
98 H 3.15 -3.53 3.51  C91 1.090
99 H 2.15 -4.83 4.27  C91 1.092
100 H 2.05 -1.27 7.65  C93 1.094
101 H 0.71 -2.21 8.17  C93 1.094
102 H 0.54 -0.45 8.05  C93 1.086
103 C 0.32 -3.95 1.21  O104 1.424, H111 1.088, H112 1.091, H113 1.096
104 O 1.26 -4.49 0.29  C103 1.424, P105 1.600
105 P 1.20 -4.11 -1.26  O104 1.600, O106 1.466, O107 1.590, O109 1.590
106 O 0.31 -2.99 -1.56  P105 1.466
107 O 2.74 -3.99 -1.67  P105 1.590, C108 1.436
108 C 3.31 -2.67 -1.66  O107 1.436, H114 1.087, H115 1.091, H116 1.086
109 O 0.79 -5.49 -1.94  P105 1.590, C110 1.417
110 C 1.57 -6.67 -1.76  O109 1.417, H117 1.091, H118 1.088, H119 1.093
111 H 0.26 -2.89 1.44  C103 1.088
112 H 0.40 -4.49 2.16  C103 1.091
113 H -0.66 -4.28 0.83  C103 1.096
114 H 3.74 -2.49 -0.68  C108 1.087
115 H 2.55 -1.91 -1.87  C108 1.091
116 H 4.08 -2.58 -2.42  C108 1.086
117 H 2.62 -6.43 -1.59  C110 1.091
118 H 1.55 -7.40 -2.57  C110 1.088
119 H 1.22 -7.18 -0.86  C110 1.093
120 C -1.35 0.27 -1.22  C121 1.537, C124 1.528, H125 1.090, H126 1.086
121 C -1.83 1.52 -0.48  C120 1.537, C122 1.532, H127 1.089, H128 1.092
122 C -0.95 1.58 0.78  C121 1.532, O123 1.425, H129 1.099, H130 1.086
123 O 0.24 0.89 0.41  C122 1.425, C124 1.432
124 C -0.17 -0.23 -0.38  C120 1.528, O123 1.432, H131 1.093, H132 1.086
125 H -0.92 0.54 -2.18  C120 1.090
126 H -2.07 -0.52 -1.39  C120 1.086
127 H -2.91 1.39 -0.39  C121 1.089
128 H -1.61 2.46 -0.99  C121 1.092
129 H -1.49 1.08 1.59  C122 1.099
130 H -0.74 2.60 1.10  C122 1.086
131 H -0.50 -1.06 0.25  C124 1.093
132 H 0.68 -0.50 -0.99  C124 1.086

These are the Löwdin partial charges, in e, on atoms 1 to 4:
1. C -0.0903
2. O -0.2254
3. P 0.3712
4. O -0.2358